Molecular formula: C11H31N4O3P
Method: DFT, wB97M-V/def2-TZVPD

```
50
Properties=species:S:1:pos:R:3:forces:R:3:mulliken_charge:R:1
C -2.564 -2.447 -2.709 0.016 0.030 -0.022 -0.7245
O -2.349 -1.624 -1.581 -0.016 -0.019 0.011 -0.3086
C -3.178 -0.478 -1.497 0.019 0.002 0.006 -0.7337
C -4.557 -0.722 -0.873 -0.006 -0.009 0.021 0.4858
C -5.545 -1.433 -1.790 0.013 -0.017 -0.001 -1.5575
N -4.483 -1.436 0.402 0.189 0.089 -0.161 -0.6562
H -2.797 -1.847 -3.596 0.014 -0.009 -0.007 0.3372
H -3.374 -3.164 -2.554 -0.003 0.009 0.003 0.2395
H -1.641 -2.997 -2.890 -0.007 -0.009 0.003 0.2372
H -2.633 0.220 -0.855 0.006 -0.006 -0.007 0.2667
H -3.278 -0.015 -2.489 -0.013 0.000 0.007 0.4798
H -4.957 0.276 -0.659 -0.009 -0.002 -0.027 0.3816
H -5.331 -2.502 -1.843 0.009 0.009 -0.013 0.2913
H -6.555 -1.324 -1.399 0.004 -0.020 0.011 0.3884
H -5.517 -1.027 -2.803 -0.005 0.006 0.003 0.3586
H -3.903 -0.904 1.043 -0.184 -0.015 0.171 0.1484
H -3.980 -2.306 0.247 -0.071 -0.036 0.050 0.3481
C 5.082 0.783 0.393 0.009 0.031 0.067 -0.7560
O 3.831 1.432 0.289 -0.016 -0.049 -0.059 -0.2188
C 3.853 2.719 -0.303 -0.007 -0.010 0.031 -0.7867
C 3.827 2.722 -1.835 -0.036 0.026 -0.053 0.4091
C 5.142 2.302 -2.483 0.001 -0.017 0.001 -1.4087
N 2.741 1.915 -2.391 -0.017 -0.002 0.058 -0.7036
H 5.885 1.502 0.588 0.004 -0.011 0.011 0.3313
H 5.334 0.216 -0.507 -0.002 0.014 -0.006 0.2596
H 5.020 0.093 1.234 0.002 -0.005 -0.006 0.2327
H 2.949 3.216 0.056 0.002 -0.015 0.016 0.3461
H 4.718 3.285 0.068 -0.002 0.008 -0.025 0.3816
H 3.631 3.761 -2.121 0.031 0.005 0.018 0.3675
H 5.271 1.220 -2.444 0.004 0.007 0.015 0.2862
H 5.145 2.591 -3.533 -0.010 -0.020 -0.003 0.3500
H 5.997 2.768 -1.991 -0.001 0.006 -0.004 0.3454
H 1.844 2.279 -2.090 0.001 0.010 -0.023 0.2671
H 2.802 0.976 -2.008 0.007 0.003 -0.023 0.2943
N 1.338 -1.567 2.882 0.277 0.123 0.255 -0.5648
P 1.491 0.138 3.242 -0.237 -0.093 -0.212 0.0348
C -0.266 0.732 3.156 0.053 0.072 0.076 -0.9339
C -1.238 0.003 2.210 -0.065 -0.145 -0.263 0.1287
C -2.169 -0.912 2.995 -0.065 0.019 -0.042 0.0048
N -1.873 -2.301 3.052 0.413 0.110 -0.390 -0.5758
O -3.128 -0.458 3.563 0.115 0.042 0.242 -0.5211
H 1.786 -1.830 2.014 -0.141 0.015 -0.057 0.2273
H 1.778 -2.109 3.617 -0.049 -0.019 -0.065 0.2628
H 1.815 0.553 1.930 0.081 -0.023 0.012 -0.0492
H -0.672 0.769 4.170 -0.028 -0.040 -0.057 0.4572
H -0.180 1.777 2.842 0.044 -0.018 0.080 0.3847
H -1.865 0.740 1.705 -0.009 -0.019 0.022 0.2579
H -0.690 -0.561 1.451 -0.021 0.047 0.009 0.2894
H -1.264 -2.486 3.845 -0.383 -0.096 0.207 0.3121
H -1.296 -2.540 2.249 0.088 0.041 0.119 0.3058
```
Forces are in eV/Å.

Calculated values
- spin multiplicity = 1
- LUMO energy (eV) = 0.387
- SMILES = COC[C@@H](C)N.COC[C@@H](C)N.NPCCC(N)=O
- HOMO (eV) = -8.912
- frontier orbital gap (hartree) = 0.342